# 1
Entry from the OMol25 dataset: a molecular structure, C6H12P in a non-equilibrium geometry (ωB97M-V/def2-TZVPD).

CARTESIAN COORDINATES (ANGSTROEM)
C  0.92582  -2.67834  -1.33040
C  0.73205  -1.43288  -1.22122
C  1.21517  -1.66659  -2.59746
C  -1.64209  0.79366  -0.40186
C  -0.53885  -0.72698  1.93304
C  0.91993  1.89648  0.76828
P  -0.04797  0.30703  0.34075
H  0.78963  -3.72598  -0.87676
H  2.26570  -1.45753  -2.73709
H  0.62893  -1.60803  -3.48724
H  -2.40756  0.74853  0.38046
H  -1.84722  0.06911  -1.14347
H  -1.38112  1.84046  -0.78207
H  -1.08833  -1.53006  1.53897
H  -1.18427  0.09680  2.37626
H  0.34299  -1.00403  2.45144
H  1.91250  1.71418  1.24730
H  0.13901  2.16608  1.46808
H  0.91852  2.49067  -0.23887

* relative energy (zero: lowest compared OMol25 entry of this formula, charge and spin): 127.17 kJ/mol
* spin multiplicity: 3
* total charge: +1
* frontier orbital gap (spin up / spin down): 8.239 / 6.562 eV
* expectation value of S²: 2.006

---

# 2
Entry from the OMol25 dataset: C6H12S in the gas phase in a non-equilibrium geometry (ωB97M-V/def2-TZVPD).

CARTESIAN COORDINATES (ANGSTROEM)
C  -2.11126  -0.92287  -1.91602
S  -0.69074  -1.58737  -0.98686
C  -0.09959  -0.17371  0.11488
C  -0.86844  -0.06555  1.42492
C  0.45515  0.96632  -0.70267
C  1.43256  0.04253  -0.07557
C  2.25950  0.53480  1.13292
H  -1.97689  -0.95426  -3.02511
H  -2.24952  -0.02428  -1.41380
H  -3.10981  -1.36993  -1.51828
H  -1.47075  -1.00482  1.56449
H  -1.28818  0.97001  1.58121
H  -0.08010  -0.14546  2.22211
H  0.22217  1.89718  -0.16746
H  0.26784  0.97423  -1.79819
H  2.09906  -0.69038  -0.67261
H  2.09587  -0.31197  1.87575
H  1.78594  1.46664  1.56714
H  3.32720  0.39889  0.79313

* relative energy (zero: lowest compared OMol25 entry of this formula, charge and spin): 196.71 kJ/mol
* SMILES string: CS[C@]1(C)C[C@H]1C
* frontier orbital gap: 9.344 eV

---

# 3
Entry from the OMol25 dataset: a molecular structure, C6H13AgO7P in a non-equilibrium geometry (ωB97M-V/def2-TZVPD).

CARTESIAN COORDINATES (ANGSTROEM)
C  2.41263  -0.77094  1.82886
O  2.36373  0.66834  1.60102
C  1.07631  1.23722  1.96608
C  -0.15156  0.42193  1.27987
C  -1.37005  1.46156  1.18021
C  -2.66495  0.87685  0.41304
O  -2.47868  -0.43622  -0.18201
C  -1.92516  -0.36531  -1.45869
O  -1.68887  0.65835  -2.10825
O  -1.65203  -1.64432  -2.07908
P  -0.10474  -1.69403  -2.76874
O  0.09473  -3.13057  -3.27389
O  1.15904  -1.42364  -1.64317
O  0.04030  -0.70369  -4.15250
H  1.80912  -1.12085  2.72719
H  1.99454  -1.27818  0.88245
H  3.49565  -1.14037  1.90781
H  1.07969  2.31496  1.56602
H  0.96464  1.31449  3.09272
H  -0.48649  -0.40601  1.98680
H  0.16394  0.00505  0.26993
H  -1.67336  1.67800  2.26686
H  -0.99535  2.41991  0.69392
H  -3.07709  1.66150  -0.29188
H  -3.46100  0.73901  1.22804
H  1.96291  -1.75331  -2.11267
H  0.96116  -0.36676  -4.15377
Ag  2.15094  0.77704  -0.66620

* total charge: +1
* frontier orbital gap: 8.190 eV

---

# 4
Entry from the OMol25 dataset: a molecular structure, C6H13AsKN3PS4 (ωB97M-V/def2-TZVPD).

CARTESIAN COORDINATES (ANGSTROEM)
K  1.12156  -0.74000  -2.58932
S  -2.08029  -1.95085  1.38119
As  -0.73986  -1.42048  -0.20974
S  -1.68665  -0.22889  -1.79036
S  0.92339  -0.10327  0.46946
S  0.22952  -3.16316  -1.09312
C  -0.95212  3.80151  3.86242
N  0.14925  3.12637  3.06331
C  0.74122  1.98733  3.91107
N  -0.26765  1.11673  4.38034
C  -1.29534  1.84424  5.10031
N  -1.93993  2.87349  4.28362
C  -2.68084  2.27685  3.14150
P  -1.66736  1.24696  1.93648
C  -0.38949  2.60875  1.75963
C  -0.83496  0.28793  3.29718
H  -1.38002  4.57166  3.21939
H  -0.47347  4.25961  4.73203
H  0.88998  3.80150  2.87938
H  1.25349  2.48225  4.74138
H  1.44237  1.45561  3.26676
H  -0.85148  2.33237  5.97484
H  -2.05302  1.13853  5.43665
H  -3.18127  3.08904  2.60590
H  -3.46877  1.64434  3.55654
H  -0.82955  3.46098  1.23503
H  0.42932  2.18346  1.17680
H  -0.06128  -0.32760  2.84344
H  -1.57923  -0.38829  3.71582

* relative energy (zero: lowest compared OMol25 entry of this formula, charge and spin): 174.90 kJ/mol
* total charge: -1
* frontier orbital gap: 4.516 eV

---

# 5
Entry from the OMol25 dataset: 2 unconnected molecules or ions with the total composition C6H13BrNS in a non-equilibrium geometry (ωB97M-V/def2-TZVPD).

CARTESIAN COORDINATES (ANGSTROEM)
C  1.58616  0.37954  -1.53393
C  1.71759  1.81156  -1.06389
C  0.83082  0.24419  0.80502
C  -2.62152  -0.35819  1.95715
C  1.29282  -1.70207  -0.33724
C  -2.00062  0.76909  1.09376
N  0.62024  -0.35875  -0.57011
S  1.30637  1.82692  0.64104
Br  -2.46526  0.69020  -0.86953
H  1.18713  0.11440  -2.50743
H  2.51317  -0.16942  -1.34285
H  2.78973  2.20467  -1.10641
H  1.09349  2.43014  -1.63003
H  -0.92501  0.45108  1.14079
H  -2.82825  -1.22488  1.45272
H  -3.60887  -0.00032  2.16886
H  -1.92599  -0.47476  2.80396
H  0.69974  -2.44994  0.19468
H  1.60850  -2.16620  -1.33585
H  2.06530  -1.46686  0.32630
H  -2.02988  1.76188  1.53762
H  -0.36582  -0.23042  -0.85815

* relative energy (zero: lowest compared OMol25 entry of this formula, charge and spin): 294.61 kJ/mol
* total charge: +1
* frontier orbital gap: 8.624 eV

---

# 6
Entry from the OMol25 dataset: a molecular structure, C6H13BrP in a non-equilibrium geometry (ωB97M-V/def2-TZVPD).

CARTESIAN COORDINATES (ANGSTROEM)
C  -1.32312  3.07538  -0.33784
C  -0.86456  1.89251  0.20514
C  0.15932  -1.09057  1.84540
C  0.10309  -2.08965  -1.02225
C  2.11470  -0.05340  -0.32260
C  -0.74583  0.72484  -0.58337
P  0.37112  -0.60859  0.03718
Br  -2.90811  -0.29105  0.39504
H  -1.26761  3.99307  0.14917
H  -1.54635  3.04695  -1.38494
H  -0.64501  1.69464  1.28797
H  0.98424  -1.76559  2.14015
H  -0.75015  -1.69376  1.71188
H  -0.08146  -0.29311  2.56812
H  -0.92618  -2.42914  -1.11299
H  0.99505  -2.72795  -0.80829
H  0.33582  -1.82684  -2.18650
H  2.40697  0.63342  0.39068
H  2.22976  0.29520  -1.28317
H  2.58700  -0.99072  -0.15674
H  -1.22869  0.50436  -1.53205

* relative energy (zero: lowest compared OMol25 entry of this formula, charge and spin): 106.31 kJ/mol
* total charge: +1
* frontier orbital gap (spin up / spin down): 7.100 / 7.313 eV

---

In the order shown, the computed molecular weight values come out to 115.14 116.23 336.00 400.45 211.15 196.05 g mol⁻¹.